81
Properties=species:S:1:pos:R:3:lowdin_charge:R:1 method="wB97M-V/def2-TZVPD" homo_ev=-7.493 orbital_gap_ev=7.19 e_tot_ha=-3012.2451 relative_energy_kj_mol=22.9
Mg -0.13 0.16 -0.18 0.46
C -1.11 4.46 -0.06 -0.02
C -2.01 3.51 0.66 -0.25
N -3.23 3.88 0.97 0.12
C -4.06 3.01 1.59 -0.12
C -3.70 1.74 1.95 -0.18
C -4.68 0.85 2.66 -0.22
O -4.31 0.56 4.01 -0.06
C -2.39 1.30 1.63 -0.08
C -1.89 0.06 2.12 -0.03
N -0.80 -0.50 1.71 0.02
C -0.32 -1.63 2.38 -0.34
C -1.16 -2.65 2.83 -0.04
C -0.66 -3.78 3.46 -0.08
C 0.70 -3.93 3.64 -0.09
C 1.56 -2.91 3.24 -0.15
C 1.05 -1.77 2.64 -0.62
I 2.35 -0.16 2.28 1.05
C -1.51 2.18 0.94 -0.29
O -0.31 1.86 0.63 -0.12
H -1.61 5.43 -0.15 0.08
H -0.89 4.07 -1.05 0.08
H -0.17 4.57 0.49 0.08
H -5.06 3.39 1.80 0.11
H -4.75 -0.12 2.16 0.12
H -5.68 1.31 2.62 0.12
H -4.35 1.38 4.51 0.09
H -2.43 -0.39 2.96 0.13
H -2.23 -2.55 2.65 0.12
H -1.34 -4.55 3.81 0.11
H 1.10 -4.82 4.10 0.10
H 2.62 -2.99 3.42 0.09
N 2.76 -2.77 -1.57 0.20
C 2.00 -3.85 -1.19 -0.18
C 2.16 -5.22 -1.39 -0.01
C 1.14 -6.03 -0.93 -0.08
C 0.00 -5.51 -0.31 -0.07
C -0.15 -4.15 -0.11 -0.01
C 0.87 -3.31 -0.54 -0.21
N 0.98 -1.92 -0.53 0.15
C 2.09 -1.65 -1.17 -0.27
C 2.46 -0.30 -1.53 -0.32
C 3.34 0.13 -2.48 -0.32
S 3.24 1.83 -2.63 1.09
C 2.01 1.86 -1.43 -0.39
N 1.72 0.70 -0.95 -0.05
H 3.63 -2.79 -2.06 0.17
H 3.02 -5.63 -1.90 0.11
H 1.21 -7.10 -1.08 0.10
H -0.78 -6.18 0.02 0.11
H -1.03 -3.76 0.37 0.10
H 4.00 -0.45 -3.09 0.08
H 1.51 2.77 -1.13 0.10
O -1.61 -1.09 -0.99 -0.04
C -2.37 -0.64 -2.13 -0.29
C -1.81 0.81 -2.42 -0.56
O -2.45 1.54 -3.17 0.08
O -0.71 1.03 -1.83 -0.05
C -2.06 -1.43 -3.39 -0.14
C -0.99 -2.32 -3.46 -0.01
C -0.69 -2.97 -4.65 -0.08
C -1.44 -2.73 -5.78 -0.09
C -2.50 -1.84 -5.72 -0.07
C -2.81 -1.19 -4.54 -0.01
C -3.83 -0.66 -1.74 -0.13
C -4.57 -1.84 -1.88 -0.03
C -5.86 -1.92 -1.40 -0.08
C -6.44 -0.82 -0.77 -0.09
C -5.72 0.36 -0.64 -0.07
C -4.42 0.44 -1.12 0.00
H -1.85 -2.00 -0.80 0.11
H -0.39 -2.51 -2.58 0.09
H 0.15 -3.66 -4.67 0.10
H -1.20 -3.23 -6.71 0.10
H -3.10 -1.64 -6.61 0.10
H -3.63 -0.48 -4.49 0.13
H -4.12 -2.70 -2.37 0.12
H -6.43 -2.84 -1.51 0.10
H -7.45 -0.88 -0.40 0.10
H -6.16 1.22 -0.17 0.11
H -3.86 1.36 -1.03 0.12